Record 1
The following is a quantum chemistry calculation of a structure of composition C40H58I2N9O7P2V, from the Open Molecules 2025 dataset.

Last column: Mulliken spin population.
Geometry (Å):
V1 1.282 1.417 0.634  2.7741
I1 -2.445 8.022 2.315  0.0003
C1 -1.257 6.464 1.634  0.0088
C2 -0.088 6.737 0.937  -0.0028
C3 0.703 5.694 0.489  0.0192
I2 2.436 6.151 -0.564  0.0010
C4 0.370 4.346 0.700  0.0213
O1 1.118 3.398 0.248  -0.0099
C5 -0.835 4.097 1.402  0.0077
C6 -1.322 2.692 1.618  0.0744
N1 -0.290 1.768 2.129  -0.0880
C7 0.319 2.202 3.393  0.0166
C8 1.784 1.837 3.499  0.0620
C9 2.445 1.825 4.720  -0.0129
C10 3.774 1.447 4.762  0.0277
C11 4.420 1.096 3.583  -0.0081
C12 3.706 1.162 2.405  0.0734
N2 2.417 1.521 2.365  -0.0622
C13 -1.617 5.145 1.866  -0.0089
H1 0.208 7.759 0.746  -0.0005
H2 -2.180 2.717 2.301  0.0054
H3 -1.663 2.240 0.682  -0.0194
H4 -0.741 0.863 2.224  0.0055
H5 0.235 3.294 3.450  0.0007
H6 -0.220 1.792 4.255  -0.0006
H7 1.912 2.095 5.621  -0.0006
H8 4.301 1.419 5.706  0.0024
H9 5.453 0.785 3.571  -0.0006
H10 4.153 0.911 1.451  -0.0118
H11 -2.528 4.923 2.406  0.0000
C14 -4.386 -2.796 2.271  -0.0001
C15 -3.393 -3.190 1.207  0.0004
C16 -3.662 -4.543 0.595  -0.0001
O2 -3.443 -2.234 0.107  -0.0001
P1 -2.714 -0.838 0.159  0.0168
O3 -1.778 -0.676 1.282  0.0137
C17 -1.951 -0.860 -1.480  0.0026
P2 -0.917 0.478 -2.054  0.0315
O4 -0.083 1.118 -1.027  -0.0994
O5 -1.933 1.452 -2.760  0.0000
C18 -1.447 2.766 -3.245  -0.0002
C19 -1.632 3.791 -2.156  0.0014
C20 -2.230 3.052 -4.503  -0.0002
O6 0.016 -0.114 -3.182  -0.0118
C21 -0.502 -0.675 -4.426  0.0005
C22 -0.265 -2.166 -4.405  -0.0001
C23 0.214 0.033 -5.555  -0.0001
O7 -3.827 0.269 0.152  0.0011
C24 -5.140 0.150 -0.489  0.0000
C25 -6.159 0.026 0.619  0.0000
C26 -5.339 1.364 -1.364  -0.0001
H12 -4.302 -3.478 3.118  0.0000
H13 -5.404 -2.860 1.887  0.0000
H14 -4.206 -1.786 2.641  0.0000
H15 -2.375 -3.143 1.608  -0.0001
H16 -4.662 -4.580 0.166  0.0000
H17 -3.596 -5.319 1.357  0.0000
H18 -2.944 -4.770 -0.189  0.0000
H19 -2.749 -1.000 -2.215  -0.0002
H20 -1.320 -1.754 -1.481  -0.0007
H21 -0.383 2.648 -3.475  -0.0008
H22 -2.688 3.902 -1.910  0.0000
H23 -1.256 4.756 -2.498  -0.0001
H24 -1.077 3.522 -1.263  0.0035
H25 -3.297 3.100 -4.285  0.0000
H26 -2.065 2.290 -5.264  -0.0002
H27 -1.926 4.015 -4.911  0.0001
H28 -1.572 -0.448 -4.480  -0.0001
H29 0.796 -2.373 -4.266  0.0000
H30 -0.574 -2.604 -5.355  0.0000
H31 -0.823 -2.662 -3.613  0.0000
H32 1.275 -0.214 -5.554  0.0001
H33 0.105 1.112 -5.467  0.0001
H34 -0.201 -0.274 -6.514  0.0000
H35 -5.139 -0.766 -1.090  0.0000
H36 -6.099 0.891 1.279  0.0000
H37 -5.992 -0.873 1.208  0.0000
H38 -7.164 -0.017 0.202  0.0000
H39 -5.381 2.269 -0.757  0.0000
H40 -6.281 1.270 -1.905  0.0000
H41 -4.533 1.468 -2.084  0.0000
C27 3.772 1.591 -4.089  0.0054
N3 3.875 2.307 -2.825  0.0024
C28 4.703 3.507 -2.740  0.0038
C29 3.335 1.816 -1.744  0.1019
N4 2.842 1.414 -0.777  -0.0488
H42 3.411 2.273 -4.860  0.0007
H43 3.058 0.776 -3.979  -0.0036
H44 4.743 1.192 -4.386  0.0002
H45 4.331 4.251 -3.444  0.0007
H46 5.741 3.265 -2.973  0.0003
H47 4.629 3.912 -1.734  -0.0023
C30 0.629 -1.501 3.010  0.0213
C31 1.044 -1.755 1.610  0.0240
N5 1.368 -0.853 0.707  0.0168
C32 1.617 -1.547 -0.460  0.0586
C33 1.436 -2.873 -0.254  -0.0073
N6 1.071 -2.999 1.073  -0.0019
C34 0.824 -4.244 1.766  0.0010
N7 1.953 -4.700 2.523  0.0002
N8 2.028 -4.452 3.852  -0.0001
N9 3.105 -4.937 4.325  0.0001
C35 3.793 -5.545 3.294  0.0000
C36 5.017 -6.225 3.305  0.0000
C37 5.450 -6.737 2.108  0.0000
C38 4.694 -6.581 0.921  0.0000
C39 3.493 -5.914 0.898  0.0003
C40 3.057 -5.399 2.126  -0.0009
H48 0.820 -0.462 3.257  -0.0048
H49 1.167 -2.130 3.721  0.0012
H50 -0.442 -1.685 3.116  0.0021
H51 1.905 -1.036 -1.361  -0.0023
H52 1.546 -3.727 -0.896  0.0001
H53 0.574 -4.995 1.013  -0.0007
H54 -0.015 -4.137 2.454  0.0001
H55 5.583 -6.338 4.216  0.0000
H56 6.388 -7.272 2.062  0.0000
H57 5.077 -7.002 0.003  0.0000
H58 2.930 -5.800 -0.017  0.0000

Output
* expectation value of S²: 3.76
* Kohn-Sham gap (alpha / beta): 6.556 / 7.144 eV
* charge: +1
* E_tot: -4800.771972 Eh
* 2S+1: 4

=====

Record 2
The following is a quantum chemistry calculation of a cluster of 12 separate species, C40H58NO38P in total, from the Open Molecules 2025 dataset.

Last column: Mulliken charge in e.
Geometry (Å):
C1 10.545 1.240 -3.389  -1.4175
C2 9.230 1.500 -2.788  0.6931
O1 8.864 0.850 -1.894  -0.6274
N1 8.461 2.529 -3.220  -0.3353
C3 7.028 2.365 -3.076  -0.3521
C4 6.259 3.402 -3.870  -0.7986
C5 5.321 4.174 -2.955  -1.2372
C6 4.279 3.315 -2.358  -0.2882
O2 3.452 2.679 -3.386  -0.4482
C7 2.261 3.063 -3.311  0.3309
O3 1.872 4.096 -3.560  -0.3895
O4 1.428 2.084 -2.851  0.1764
P1 0.168 1.771 -3.804  0.5459
O5 -1.030 2.317 -3.256  -0.5810
H1 10.489 0.849 -4.381  0.3541
H2 11.115 0.603 -2.780  0.4842
H3 11.077 2.160 -3.427  0.4644
H4 8.733 2.832 -4.141  0.2502
H5 6.713 1.377 -3.299  0.3487
H6 6.813 2.523 -2.048  0.2439
H7 6.900 4.126 -4.324  0.5333
H8 5.633 2.908 -4.576  0.2626
H9 5.888 4.592 -2.149  0.3800
H10 4.857 4.959 -3.516  0.4648
H11 4.694 2.599 -1.695  0.4532
H12 3.652 3.966 -1.801  0.5097
H13 0.067 0.383 -3.944  0.0691
H14 0.390 2.313 -5.076  -0.1243
O6 7.961 0.074 -4.925  -0.4767
C8 7.284 -0.889 -5.062  0.5838
O7 6.897 -1.388 -6.262  -0.3614
C9 6.294 -2.671 -6.038  -0.2581
C10 5.848 -2.563 -4.598  -0.0315
O8 6.793 -1.637 -4.046  -0.3287
H15 5.472 -2.839 -6.727  0.3316
H16 7.045 -3.448 -6.185  0.2313
H17 4.845 -2.141 -4.499  0.2196
H18 5.885 -3.513 -4.076  0.0530
O9 0.654 -3.536 -1.428  -0.5514
C11 0.936 -2.491 -0.948  0.6017
O10 0.055 -1.657 -0.349  -0.3011
C12 0.798 -0.616 0.302  -0.3440
C13 2.089 -0.607 -0.482  0.1825
O11 2.191 -1.966 -0.933  -0.3341
H19 0.267 0.331 0.249  0.3235
H20 0.940 -0.883 1.349  0.2247
H21 2.044 0.052 -1.350  -0.0762
H22 2.948 -0.334 0.124  0.3222
O12 -0.427 0.351 4.927  -0.5691
C14 -1.311 0.208 4.149  0.6336
O13 -2.501 0.851 4.216  -0.3616
C15 -3.212 0.606 2.991  -0.3216
C16 -2.598 -0.686 2.513  0.0372
O14 -1.263 -0.616 3.078  -0.3591
H23 -4.277 0.523 3.167  0.2799
H24 -3.027 1.439 2.309  0.2394
H25 -3.083 -1.554 2.903  0.0933
H26 -2.552 -0.760 1.430  0.3971
O15 -5.036 -1.725 2.469  -0.5734
C17 -5.725 -2.697 2.441  0.5828
O16 -6.092 -3.333 1.311  -0.3294
C18 -6.712 -4.574 1.685  -0.3076
C19 -7.184 -4.284 3.093  -0.1377
O17 -6.231 -3.298 3.531  -0.3232
H27 -7.523 -4.822 1.008  0.2942
H28 -5.964 -5.367 1.646  0.2423
H29 -8.180 -3.848 3.122  0.0867
H30 -7.165 -5.155 3.738  0.3659
O18 7.164 -6.440 -5.212  -0.5013
C20 6.206 -6.642 -4.545  0.6773
O19 6.082 -7.652 -3.654  -0.3383
C21 4.890 -7.427 -2.887  -0.3480
C22 4.067 -6.559 -3.813  -0.2561
O20 5.080 -5.882 -4.576  -0.3363
H31 4.405 -8.367 -2.643  0.3038
H32 5.160 -6.916 -1.962  0.2675
H33 3.445 -7.141 -4.494  0.2427
H34 3.441 -5.849 -3.285  0.2983
O21 -9.432 -4.745 5.337  -0.5193
C23 -10.447 -4.180 5.095  0.6704
O22 -10.951 -4.017 3.845  -0.3568
C24 -12.284 -3.496 3.968  -0.3513
C25 -12.242 -2.831 5.326  -0.0324
O23 -11.248 -3.611 6.017  -0.3360
H35 -12.506 -2.802 3.163  0.2906
H36 -12.990 -4.327 3.925  0.2547
H37 -11.909 -1.800 5.274  0.0136
H38 -13.194 -2.869 5.847  0.3588
O24 4.286 4.211 0.477  -0.5400
C26 3.276 4.276 1.093  0.6981
O25 2.897 3.390 2.046  -0.3161
C27 1.744 3.920 2.715  -0.2023
C28 1.172 4.859 1.672  -0.2727
O26 2.340 5.242 0.933  -0.3253
H39 1.060 3.125 2.996  0.1848
H40 2.070 4.442 3.616  0.2547
H41 0.476 4.361 0.995  0.2291
H42 0.685 5.728 2.103  0.2989
O27 13.249 1.335 -3.867  -0.4792
C29 13.539 0.485 -4.634  0.6630
O28 14.595 -0.358 -4.496  -0.3302
C30 14.478 -1.383 -5.489  -0.3204
C31 13.626 -0.714 -6.547  -0.3020
O29 12.856 0.214 -5.777  -0.3246
H43 15.457 -1.679 -5.855  0.2891
H44 13.989 -2.251 -5.043  0.2589
H45 14.220 -0.161 -7.276  0.2632
H46 12.978 -1.409 -7.074  0.2875
O30 -12.695 0.263 5.524  -0.5513
C32 -12.309 0.566 6.606  0.5871
O31 -11.041 0.370 7.040  -0.3502
C33 -10.887 1.057 8.290  -0.1874
C34 -12.312 1.136 8.788  -0.1419
O32 -13.066 1.142 7.560  -0.3434
H47 -10.233 0.504 8.958  0.2687
H48 -10.453 2.040 8.100  0.2679
H49 -12.600 0.264 9.372  0.2438
H50 -12.509 2.027 9.367  0.2545
O33 -12.199 0.586 11.855  -0.4859
C35 -11.412 1.439 12.083  0.6448
O34 -11.219 2.538 11.297  -0.3054
C36 -10.356 3.438 12.013  -0.3255
C37 -9.627 2.509 12.959  -0.3259
O35 -10.581 1.456 13.149  -0.3303
H51 -9.690 3.958 11.330  0.3029
H52 -10.972 4.171 12.535  0.2524
H53 -8.722 2.088 12.520  0.2577
H54 -9.377 2.977 13.906  0.3012
O36 -2.106 2.456 -10.972  -0.4889
C38 -1.699 2.753 -9.905  0.6052
O37 -0.407 2.578 -9.492  -0.3406
C39 -0.260 3.262 -8.245  -0.1951
C40 -1.666 3.310 -7.721  -0.2901
O38 -2.452 3.315 -8.914  -0.3333
H55 0.417 2.722 -7.588  0.1983
H56 0.150 4.255 -8.435  0.2686
H57 -1.926 2.429 -7.131  0.2620
H58 -1.859 4.201 -7.129  0.3174

Output
* Kohn-Sham gap: 8.643 eV
* E_tot: -4814.350620 Eh
* SMILES string: CC(=O)NCCCCOC(=O)O[PH2]=O.O=C1OCCO1.O=C1OCCO1.O=C1OCCO1.O=C1OCCO1.O=C1OCCO1.O=C1OCCO1.O=C1OCCO1.O=C1OCCO1.O=C1OCCO1.O=C1OCCO1.O=C1OCCO1
* 2S+1: 1